[1]
9
Properties=species:S:1:pos:R:3:mulliken_charge:R:1 method="wB97M-V/def2-TZVPD" orbital_gap_ev="5.628 / 8.406" e_lumo_ev="0.4 / -2.5" e_homo_ev="-5.233 / -10.942" multiplicity=3 s_squared=2.007
C 0.5544 0.9157 0.7629 -0.96
C -0.3330 0.4126 -0.3432 -0.26
C -1.6872 -0.0232 -0.0657 0.32
C 0.8584 -0.2181 0.2337 0.48
N -2.7875 -0.4385 -0.0095 -0.39
O 1.5233 -1.3460 0.0720 -0.45
H 0.9405 1.5448 1.3868 0.57
H -0.2881 0.8857 -1.3220 0.33
H 1.2191 -1.7330 -0.7151 0.36


[2]
10
Properties=species:S:1:pos:R:3:mulliken_charge:R:1 method="wB97M-V/def2-TZVPD" orbital_gap_ev=9.017 e_lumo_ev=-0.7 e_homo_ev=-9.748 multiplicity=1 smiles="C#C/C(C=O)=N/O"
C -1.8512 -0.1477 -1.9609 -0.28
C -1.3105 0.0587 -0.8162 -0.40
C -0.1794 0.3185 0.0515 0.67
C 0.6120 -1.1109 0.3445 0.12
O 0.5504 -2.0359 -0.4053 -0.38
N 0.0813 1.4116 0.8067 -0.42
O 1.4226 1.3423 1.4168 -0.36
H -2.5750 -0.0235 -2.6873 0.39
H 1.2725 -1.1918 1.3871 0.28
H 1.3240 2.1705 1.8483 0.38


[3]
10
Properties=species:S:1:pos:R:3:mulliken_charge:R:1 method="wB97M-V/def2-TZVPD" orbital_gap_ev=10.044 e_lumo_ev=0.2 e_homo_ev=-9.872 multiplicity=1 smiles="O=Cc1ncco1"
O -1.8610 -1.5271 0.9449 -0.45
C -1.7914 -0.8008 -0.0174 -0.01
C -0.7082 0.2122 -0.1552 0.50
N 0.1437 -0.0894 -1.0808 -0.45
C 1.3648 0.2456 -0.5533 -0.34
C 1.1796 0.8334 0.6539 -0.05
O -0.1533 0.8229 0.9244 -0.27
H -2.2972 -1.0032 -0.9762 0.32
H 2.2660 -0.0117 -1.0820 0.37
H 1.8571 1.3181 1.3418 0.37


[4]
10
Properties=species:S:1:pos:R:3:mulliken_charge:R:1 method="wB97M-V/def2-TZVPD" orbital_gap_ev=10.059 e_lumo_ev=0.2 e_homo_ev=-9.903 multiplicity=1 smiles="O=Cc1ncco1"
O -2.6585 -0.0306 -0.9324 -0.42
C -1.6525 0.6233 -0.8459 0.07
C -0.3123 0.0403 -0.5604 0.48
N 0.8947 0.4100 -0.8461 -0.53
C 1.6516 -0.1138 0.1905 -0.34
C 0.8319 -0.7442 1.0627 -0.03
O -0.4235 -0.6827 0.5804 -0.25
H -1.6475 1.7200 -0.7352 0.29
H 2.7177 0.0329 0.2731 0.37
H 0.9392 -1.1953 2.0330 0.39


[5]
10
Properties=species:S:1:pos:R:3:mulliken_charge:R:1 method="wB97M-V/def2-TZVPD" orbital_gap_ev=8.906 e_lumo_ev=-0.3 e_homo_ev=-9.256 multiplicity=1
O -0.7864 1.5490 -1.7456 -0.33
C -0.2473 1.7349 -0.5587 -0.43
C 0.0743 0.5004 0.1833 0.50
N 0.6215 0.5527 1.3863 -0.36
O 0.7896 -0.7574 1.7649 -0.11
C 0.3410 -1.5779 0.7812 -0.44
C -0.1283 -0.8443 -0.2589 -0.28
H -0.5953 2.6403 -1.3703 0.66
H 0.4316 -2.6406 0.9827 0.43
H -0.5551 -1.1615 -1.2028 0.35


[6]
10
Properties=species:S:1:pos:R:3:mulliken_charge:R:1 method="wB97M-V/def2-TZVPD" orbital_gap_ev=10.455 e_lumo_ev=0.0 e_homo_ev=-10.444 multiplicity=1
O -0.2264 -1.2307 1.5227 -0.40
C -0.4646 -1.1379 0.3561 -0.09
C -2.1948 0.8899 0.1385 -0.07
N -1.1060 0.8309 -0.3168 -0.15
C 0.0786 0.0578 -0.5437 0.15
C 1.3548 0.6436 0.0509 -0.10
O 1.3579 1.2755 1.0645 -0.40
H -1.2984 -1.6635 -0.1378 0.41
H 0.2071 -0.0608 -1.6317 0.33
H 2.2917 0.3951 -0.5025 0.32


[7]
10
Properties=species:S:1:pos:R:3:mulliken_charge:R:1 method="wB97M-V/def2-TZVPD" orbital_gap_ev=9.467 e_lumo_ev=0.1 e_homo_ev=-9.324 multiplicity=1
N -0.2619 1.8514 1.0661 -0.62
C -0.0445 0.7075 0.6092 0.36
C -0.4464 0.1449 -0.6994 0.07
C 0.3989 -1.0213 -0.9089 -0.06
C 0.8554 -1.4233 0.4803 -0.39
O -0.9668 -1.1927 -0.4983 -0.36
O 0.6157 -0.3566 1.2599 -0.17
H 0.1033 1.9662 2.0110 0.29
H -0.9398 0.7572 -1.4443 0.46
H 0.6862 -1.4333 -1.8755 0.41


[8]
10
Properties=species:S:1:pos:R:3:mulliken_charge:R:1 method="wB97M-V/def2-TZVPD" orbital_gap_ev=8.341 e_lumo_ev=0.3 e_homo_ev=-8.025 multiplicity=1
C -1.2240 0.9023 -0.3733 -0.25
C -1.7590 1.9557 -0.5757 -0.14
C 2.4708 -0.1659 0.2867 0.69
C -0.5818 -0.0422 0.4014 -0.20
N -0.5416 -1.3418 0.1964 -0.31
O 2.8028 -0.1439 1.3650 -0.33
O 2.3176 -0.1353 -0.8561 -0.37
H -1.1838 -1.8949 -0.3975 0.23
H 0.0248 -1.9152 0.9232 0.31
H -2.3258 2.7812 -0.9702 0.39


ΔE to the lowest compared entry with this formula, charge and spin for the records above, in order: 88.9; 137.9; 39.0; 36.3; 131.4; 72.8; 110.7; 81.5 kcal/mol